1.
{"formula": "C18H16ClFN2O3", "method": "wB97M-V/def2-TZVPD", "orbital_gap_ev": 8.5, "homo_ev": -7.9, "relative_energy_kj_mol": 0.0, "charge": 0, "smiles": "NC(=O)[C@H]1CC(=O)N(c2ccc(OCc3c(F)cccc3Cl)cc2)C1", "e_lumo_ev": 0.6, "elements": ["Cl", "F", "O", "O", "O", "N", "N", "C", "C", "C", "C", "C", "C", "C", "C", "C", "C", "C", "C", "C", "C", "C", "C", "C", "C", "H", "H", "H", "H", "H", "H", "H", "H", "H", "H", "H", "H", "H", "H", "H", "H"], "positions_angstrom": [[-4.976, 1.400, 0.314], [-2.003, 0.685, 4.346], [-3.295, -0.895, 0.936], [1.023, -0.506, -3.803], [3.889, -3.086, -0.984], [1.656, -0.553, -1.588], [5.317, -2.661, -2.666], [-3.366, 1.025, 2.452], [-0.737, -1.031, -1.616], [0.413, -0.623, -0.938], [1.859, -0.515, -2.930], [-3.517, -0.467, 2.258], [-0.907, -0.370, 1.071], [-2.437, 2.898, 3.706], [2.888, -0.502, -0.823], [-2.607, 1.543, 3.495], [-3.820, 3.315, 1.792], [0.307, -0.297, 0.409], [-3.981, 1.949, 1.607], [3.993, -0.820, -1.835], [4.369, -2.305, -1.771], [-2.048, -0.773, 0.392], [-3.048, 3.785, 2.838], [3.364, -0.449, -3.177], [-1.945, -1.100, -0.960], [-2.926, 4.847, 2.981], [-0.933, -0.115, 2.117], [1.170, 0.025, 0.969], [5.615, -3.622, -2.699], [3.614, 0.572, -3.475], [-2.835, -1.416, -1.480], [5.725, -2.007, -3.309], [-2.865, -1.003, 2.959], [-0.681, -1.285, -2.660], [3.028, 0.492, -0.383], [-4.556, -0.752, 2.463], [2.868, -1.257, -0.032], [-4.307, 3.999, 1.116], [-1.835, 3.235, 4.535], [4.899, -0.243, -1.630], [3.627, -1.116, -3.996]]}

***

2.
{"formula": "C18H16N2O3S", "method": "wB97M-V/def2-TZVPD", "orbital_gap_ev": 8.2, "homo_ev": -8.2, "relative_energy_kj_mol": 81.9, "charge": 0, "smiles": "CC(=O)c1cccc(NC(=O)CCn2c(=S)oc3ccccc32)c1", "e_lumo_ev": 0.0, "elements": ["S", "O", "O", "O", "N", "N", "C", "C", "C", "C", "C", "C", "C", "C", "C", "C", "C", "C", "C", "C", "C", "C", "C", "C", "H", "H", "H", "H", "H", "H", "H", "H", "H", "H", "H", "H", "H", "H", "H", "H"], "positions_angstrom": [[5.593, -1.385, 0.097], [4.590, 1.049, 0.251], [1.478, -0.625, 1.896], [-5.696, 0.495, -0.455], [-0.123, -1.469, 0.507], [3.199, -0.446, -0.620], [2.655, -1.746, -0.895], [-4.969, -1.650, -1.178], [-1.206, -0.605, 0.714], [-3.502, -0.063, 0.191], [-4.805, -0.323, -0.478], [0.906, 2.468, -0.779], [2.100, -2.384, 0.392], [-2.209, 1.374, 1.628], [-1.113, 0.539, 1.504], [1.794, 3.377, -0.221], [1.253, 1.141, -0.979], [-3.393, 1.084, 0.979], [4.443, -0.246, -0.083], [-2.400, -0.902, 0.063], [3.076, 3.003, 0.158], [3.417, 1.682, -0.035], [2.521, 0.756, -0.585], [1.130, -1.408, 1.043], [-0.082, 2.797, -1.062], [-5.988, -1.735, -1.546], [-0.190, 0.765, 2.009], [-4.284, -1.713, -2.022], [1.874, -1.636, -1.652], [1.482, 4.400, -0.078], [0.556, 0.447, -1.420], [-4.254, 1.729, 1.067], [-2.130, 2.261, 2.238], [-0.306, -2.220, -0.144], [1.628, -3.338, 0.158], [3.464, -2.368, -1.289], [-2.454, -1.789, -0.550], [2.930, -2.552, 1.079], [-4.761, -2.469, -0.493], [3.773, 3.701, 0.589]]}

***

3.
{"formula": "C18H16N2O4PtS2Te", "method": "wB97M-V/def2-TZVPD", "orbital_gap_ev": [2.6, 4.8], "homo_ev": [1.5, -0.7], "multiplicity": 3, "relative_energy_kj_mol": 57.6, "charge": -2, "e_lumo_ev": [4.1, 4.1], "elements": ["Pt", "Te", "S", "S", "O", "O", "O", "O", "N", "N", "C", "C", "C", "C", "C", "C", "C", "C", "C", "C", "C", "C", "C", "C", "C", "C", "C", "C", "H", "H", "H", "H", "H", "H", "H", "H", "H", "H", "H", "H", "H", "H", "H", "H"], "positions_angstrom": [[-0.027, -1.727, -1.161], [0.160, -4.039, -2.084], [-0.216, 3.139, -0.767], [-2.431, 1.131, -0.933], [-2.012, -1.925, -0.893], [1.927, -1.379, -1.479], [3.493, 2.509, -1.025], [-0.170, -1.442, 1.264], [0.143, 0.507, -1.184], [1.461, 0.855, -1.133], [-0.713, 1.438, -1.076], [-3.448, -1.515, 3.790], [-1.072, -1.399, 3.420], [-2.149, -1.428, 4.293], [5.987, -0.777, -1.267], [-3.646, -1.591, 2.421], [-2.823, 2.834, -1.481], [6.501, 0.505, -1.113], [-1.211, -1.488, 2.001], [-2.846, -1.758, 0.097], [-2.574, -1.609, 1.484], [3.730, 0.113, -1.252], [-1.928, 3.768, -0.699], [5.641, 1.588, -1.036], [-4.296, -1.765, -0.356], [4.261, 1.414, -1.103], [2.284, -0.169, -1.289], [4.618, -0.960, -1.336], [-0.055, -1.319, 3.790], [-4.303, -1.801, -1.445], [2.545, 2.173, -1.019], [-4.300, -1.536, 4.464], [-2.228, 3.801, 0.349], [-2.632, 2.909, -2.552], [6.021, 2.596, -0.918], [4.191, -1.948, -1.452], [-4.836, -2.636, 0.032], [6.653, -1.629, -1.326], [-1.923, 4.778, -1.112], [7.570, 0.665, -1.045], [-1.988, -1.377, 5.368], [-3.878, 3.008, -1.276], [-4.666, -1.656, 2.059], [-4.817, -0.857, -0.023]]}

***

4.
{"formula": "C18H16N4O3S", "method": "wB97M-V/def2-TZVPD", "orbital_gap_ev": 8.4, "homo_ev": -8.4, "relative_energy_kj_mol": 155.4, "charge": 0, "smiles": "COc1ccc2c(CSc3nc4nc(C)cc(C)n4n3)cc(=O)oc2c1", "e_lumo_ev": 0.1, "elements": ["S", "O", "O", "O", "N", "N", "N", "N", "C", "C", "C", "C", "C", "C", "C", "C", "C", "C", "C", "C", "C", "C", "C", "C", "C", "C", "H", "H", "H", "H", "H", "H", "H", "H", "H", "H", "H", "H", "H", "H", "H", "H"], "positions_angstrom": [[-0.981, -2.422, -2.398], [4.797, 0.652, -1.050], [-1.539, 3.535, -1.176], [0.440, 2.552, -1.137], [-1.450, -0.803, -0.284], [-1.533, -3.019, 0.141], [-2.027, -2.845, 2.472], [-1.718, -0.996, 1.009], [1.739, -0.593, -2.489], [-1.770, -2.374, 1.267], [5.313, 1.759, -0.345], [-2.237, -1.976, 3.435], [-2.540, -2.523, 4.789], [3.489, 0.643, -1.380], [-0.590, 0.369, -2.540], [0.803, 0.406, -2.181], [2.585, 1.646, -1.070], [-0.879, 2.581, -1.509], [-1.368, 1.437, -2.244], [-2.183, -0.582, 3.224], [-1.352, -2.040, -0.757], [3.046, -0.481, -2.099], [-1.179, -0.800, -3.251], [-1.804, 1.358, 1.618], [-1.911, -0.080, 1.974], [1.257, 1.529, -1.471], [3.766, -1.248, -2.334], [-1.839, -2.130, 5.523], [-2.465, 1.592, 0.786], [5.202, 2.684, -0.920], [-2.352, 0.094, 4.046], [-2.050, 1.987, 2.468], [-2.416, 1.467, -2.500], [1.425, -1.465, -3.039], [6.371, 1.548, -0.200], [-2.474, -3.606, 4.764], [-0.789, 1.581, 1.289], [-0.691, -0.962, -4.214], [-3.545, -2.231, 5.092], [2.866, 2.534, -0.528], [-2.246, -0.649, -3.409], [4.829, 1.874, 0.629]]}

***

5.
{"formula": "C18H16O5", "method": "wB97M-V/def2-TZVPD", "orbital_gap_ev": 8.4, "homo_ev": -8.0, "relative_energy_kj_mol": 21.3, "charge": 0, "smiles": "COc1ccc(OC)c(C(=O)C[C@@H]2OC(=O)c3ccccc32)c1", "e_lumo_ev": 0.4, "elements": ["O", "O", "O", "O", "O", "C", "C", "C", "C", "C", "C", "C", "C", "C", "C", "C", "C", "C", "C", "C", "C", "C", "C", "H", "H", "H", "H", "H", "H", "H", "H", "H", "H", "H", "H", "H", "H", "H", "H"], "positions_angstrom": [[0.776, -1.792, -1.891], [0.637, 1.015, 1.863], [-1.916, -3.268, 0.354], [0.645, 0.449, -1.811], [-2.575, 2.216, 0.047], [-2.025, -1.917, 0.311], [4.313, -0.804, 0.688], [3.483, 1.439, 0.305], [-3.245, -1.403, -0.127], [-1.210, 0.349, 0.547], [4.402, 0.570, 0.874], [0.351, 2.227, -0.170], [2.473, 0.894, -0.460], [-0.630, -3.821, 0.528], [-3.829, 2.754, -0.298], [1.208, -0.743, -1.500], [2.385, -0.482, -0.649], [1.308, 1.530, -1.157], [-2.438, 0.857, 0.099], [-1.027, -1.026, 0.678], [-0.047, 1.202, 0.883], [3.299, -1.352, -0.079], [-3.453, -0.042, -0.215], [5.201, 0.970, 1.481], [-0.753, -4.895, 0.393], [-0.074, -1.368, 1.050], [-3.709, 3.835, -0.235], [3.554, 2.503, 0.464], [3.212, -2.416, -0.234], [5.042, -1.451, 1.152], [-4.414, 0.312, -0.552], [-0.518, 2.597, -0.707], [-4.608, 2.437, 0.402], [1.616, 2.246, -1.930], [-4.027, -2.094, -0.398], [0.886, 3.050, 0.305], [0.064, -3.434, -0.224], [-4.119, 2.481, -1.317], [-0.239, -3.627, 1.532]]}

***

6.
{"formula": "C18H17Br2N3O3S", "method": "wB97M-V/def2-TZVPD", "orbital_gap_ev": 8.2, "homo_ev": -8.7, "charge": 0, "smiles": "CCN(CC)S(=O)(=O)c1cc(-c2nnc(-c3ccc(Br)cc3)o2)ccc1Br", "e_lumo_ev": -0.5, "elements": ["Br", "Br", "S", "O", "O", "O", "N", "N", "N", "C", "C", "C", "C", "C", "C", "C", "C", "C", "C", "C", "C", "C", "C", "C", "C", "C", "C", "H", "H", "H", "H", "H", "H", "H", "H", "H", "H", "H", "H", "H", "H", "H", "H", "H"], "positions_angstrom": [[2.102, 5.266, 1.455], [-3.961, -6.431, -1.959], [2.775, 2.177, 1.177], [-1.880, 0.022, -0.577], [2.933, 2.414, 2.579], [3.672, 2.790, 0.245], [-3.335, 1.632, -0.897], [-3.925, 0.482, -1.226], [2.707, 0.547, 0.904], [-2.246, -2.799, -0.962], [0.161, 1.830, 0.274], [-2.122, 1.353, -0.513], [3.207, 0.072, -0.370], [-1.117, 2.282, -0.058], [4.725, -0.064, -0.417], [-4.692, -3.676, -1.959], [-3.057, -0.471, -1.032], [-2.454, -4.147, -1.172], [-3.675, -4.575, -1.669], [-0.471, 4.530, 0.504], [-3.258, -1.883, -1.249], [-4.483, -2.329, -1.748], [1.387, -1.179, 2.077], [1.110, 2.720, 0.726], [-1.425, 3.640, 0.057], [0.798, 4.065, 0.840], [2.675, -0.360, 2.031], [2.728, -0.888, -0.587], [1.267, -1.760, 1.164], [2.756, 0.257, 2.927], [1.424, -1.866, 2.918], [-1.302, -2.451, -0.572], [0.415, 0.787, 0.181], [0.523, -0.531, 2.199], [-1.678, -4.864, -0.952], [-5.252, -1.605, -1.963], [5.177, 0.907, -0.231], [3.539, -1.031, 1.996], [-5.635, -4.031, -2.345], [2.888, 0.799, -1.120], [5.080, -0.769, 0.331], [-2.417, 3.971, -0.207], [-0.694, 5.581, 0.599], [5.032, -0.416, -1.399]]}